A cluster of 2 separate species, C3Cl3F3O in total at a distorted geometry. Source: the OMol25 dataset; level of theory: wB97M-V/def2-TZVPD.

Structure (XYZ):
```
10
Properties=species:S:1:pos:R:3:forces:R:3:lowdin_charge:R:1
C -1.487005 -0.122613 -0.092369 5.13 -1.50 0.69 -0.415
C 0.516361 -0.835093 -0.055064 -3.52 0.83 0.52 -1.167
C 1.243047 0.465770 0.198356 -0.51 1.61 -0.45 -1.062
O -2.009583 0.218343 0.866529 -1.47 0.52 1.75 0.216
F -1.830507 -0.031240 -1.307163 -0.70 -0.01 -1.75 0.173
F 1.035042 1.087713 1.358175 -0.03 -1.14 1.17 0.063
F 0.619826 1.330874 -0.644512 0.70 0.31 -1.21 0.016
Cl 0.781040 -2.054645 1.114485 -0.03 -0.15 0.60 0.702
Cl 0.688843 -1.394179 -1.648601 0.54 -0.35 -1.08 0.721
Cl 2.982044 0.405829 -0.056918 -0.10 -0.12 -0.23 0.752
```
Positions in Å, forces in eV/Å.

- total energy (hartree) = -1869.665626
- LUMO level (eV) = -0.19
- gap between HOMO and LUMO (eV) = 9.94
- ΔE to the lowest compared entry with this formula, charge and spin (kcal per mole) = 31.2
- E_HOMO (eV) = -10.1


A cluster of 2 separate species, C5H11PS in total at a distorted geometry. Source: the OMol25 dataset; level of theory: wB97M-V/def2-TZVPD.

Structure (XYZ):
```
18
Properties=species:S:1:pos:R:3:forces:R:3:lowdin_charge:R:1
C -0.873595 1.037526 0.311809 -0.72 1.76 -1.74 -0.268
C -1.298192 -0.308943 0.807177 2.35 -0.37 -0.08 -0.190
C 0.624334 1.099789 0.393392 0.07 0.50 1.69 -0.132
C -0.182864 -0.542730 1.872007 -0.55 0.79 -0.77 -0.192
C 1.007216 0.254757 1.378569 -1.30 0.08 -1.31 -0.077
P 1.189236 0.464851 -3.478374 1.79 0.96 -0.95 0.353
S -0.179927 -0.942723 -2.978614 -1.73 -0.33 0.04 0.251
H -1.111623 1.114981 -0.785544 -0.47 0.58 1.02 0.088
H -1.347688 1.878246 0.953662 0.64 -1.04 -1.30 0.144
H -2.252172 -0.180936 1.255110 -1.10 -0.86 0.01 0.091
H -1.137842 -1.026589 -0.062360 -0.81 0.54 1.34 0.105
H 1.063899 1.979603 -0.129060 0.44 -1.18 0.59 0.105
H 1.449206 0.864718 -2.182404 0.47 0.39 0.63 -0.201
H -0.479207 -0.219490 2.853228 -0.32 0.64 0.61 0.102
H 0.037314 -1.550403 2.033853 0.51 -1.84 -0.03 0.078
H 1.920158 -0.025529 1.830503 1.26 0.42 0.02 0.083
H 2.338616 -0.357174 -3.543586 0.00 -0.01 0.01 -0.145
H -0.989910 0.124630 -3.235358 -0.53 -1.04 0.23 -0.194
```
Positions in Å, forces in eV/Å.

- SMILES = C1=CCCC1.PS
- total energy (hartree) = -936.572556
- LUMO level (eV) = 0.79
- gap between HOMO and LUMO (eV) = 9.77
- ΔE to the lowest compared entry with this formula, charge and spin (kcal per mole) = 44.9
- E_HOMO (eV) = -9.0


A cluster of 2 separate species, C4H9NO in total. Source: the OMol25 dataset; level of theory: wB97M-V/def2-TZVPD.

Structure (XYZ):
```
15
Properties=species:S:1:pos:R:3:forces:R:3:lowdin_charge:R:1
C 1.449620 -1.503095 0.672665 0.02 -0.02 0.00 -0.042
C -0.465481 0.927915 -0.380099 -0.15 -0.12 -0.02 -0.216
C 0.251239 0.744262 -1.677589 -0.01 -0.03 -0.02 -0.072
N -1.473520 0.212521 -0.064653 0.25 0.31 -0.09 0.069
C -2.074637 0.524297 1.175758 -0.04 0.34 0.24 -0.333
O -2.131088 1.623925 1.671212 -0.04 -0.42 -0.23 0.045
H 1.989752 -0.639912 0.271435 -0.08 -0.16 0.08 0.015
H 1.881302 -2.419483 0.265587 -0.01 0.11 0.08 0.022
H 1.534689 -1.505236 1.761800 0.01 -0.03 -0.14 0.024
H -0.096512 1.701598 0.306283 -0.07 -0.09 -0.06 0.129
H -0.151638 1.452587 -2.411808 0.05 -0.04 0.10 0.086
H 0.100733 -0.268682 -2.058282 -0.01 0.17 0.04 0.083
H 1.320826 0.949978 -1.572389 -0.18 -0.02 -0.01 0.073
H 0.397559 -1.441831 0.389524 0.21 -0.07 0.05 -0.002
H -2.532842 -0.358844 1.650556 0.06 0.09 -0.02 0.120
```
Positions in Å, forces in eV/Å.

- SMILES = C/C=N/C=O.C
- total energy (hartree) = -287.774125
- LUMO level (eV) = 0.27
- gap between HOMO and LUMO (eV) = 10.36
- ΔE to the lowest compared entry with this formula, charge and spin (kcal per mole) = 36.6
- E_HOMO (eV) = -10.1